{"formula": "C27H28N4OS2", "method": "the ωB97M-V functional and the def2-TZVPD basis", "species": ["S", "C", "S", "C", "C", "C", "C", "C", "C", "C", "C", "N", "C", "C", "N", "C", "N", "C", "C", "C", "C", "C", "C", "C", "C", "C", "C", "C", "C", "H", "H", "H", "H", "H", "H", "H", "H", "H", "H", "H", "H", "H", "H", "H", "H", "H", "H", "H", "H", "H", "C", "N", "C", "C", "O", "H", "H", "H", "H", "H", "H", "H"], "xyz": [[2.89, -2.18, 2.48], [3.18, -1.09, 1.23], [2.05, -1.09, -0.23], [1.25, -2.77, -0.38], [0.00, -2.99, 0.61], [-1.40, -2.45, 0.03], [-1.88, -1.05, 0.71], [-1.86, -0.92, 2.27], [-2.31, 0.44, 2.91], [-2.77, 1.60, 2.00], [-2.81, 1.49, 0.41], [-3.24, 2.67, -0.30], [-3.19, 2.39, -1.70], [-2.80, 1.05, -2.37], [-2.38, -0.10, -1.63], [-2.37, 0.15, -0.21], [4.36, -0.20, 1.37], [5.38, -0.46, 0.33], [5.22, -0.25, -1.20], [6.42, -0.61, -2.14], [7.78, -1.20, -1.62], [7.94, -1.42, -0.08], [6.75, -1.04, 0.84], [3.99, 1.22, 1.48], [4.55, 2.40, 0.64], [4.00, 3.86, 0.87], [2.92, 4.21, 1.94], [2.38, 3.03, 2.82], [2.91, 1.58, 2.58], [2.06, -3.53, -0.04], [1.03, -3.03, -1.47], [0.20, -2.56, 1.65], [-0.08, -4.14, 0.76], [-2.25, -3.21, 0.24], [-1.34, -2.35, -1.11], [-1.52, -1.79, 2.94], [-2.34, 0.59, 4.04], [-3.10, 2.57, 2.50], [-3.50, 3.26, -2.40], [-2.82, 0.98, -3.51], [4.24, 0.15, -1.63], [6.37, -0.45, -3.29], [8.62, -1.48, -2.37], [8.89, -1.86, 0.41], [6.91, -1.21, 1.97], [5.36, 2.21, -0.15], [4.44, 4.67, 0.19], [2.57, 5.30, 2.05], [1.60, 3.30, 3.62], [2.47, 0.76, 3.26], [-8.00, 0.77, -2.25], [-7.97, -0.67, -2.14], [-6.96, -1.46, -1.66], [-5.70, -0.78, -1.18], [-7.10, -2.67, -1.64], [-8.85, 1.14, -1.67], [-8.16, 1.03, -3.30], [-7.08, 1.24, -1.90], [-8.78, -1.19, -2.44], [-5.00, -1.54, -0.83], [-5.24, -0.23, -2.00], [-5.93, -0.12, -0.35]], "homo_ev": -8.24, "smiles": "S=C(SCCCc1cccc2nccnc12)N(c1ccccc1)c1ccccc1.CNC(C)=O", "lumo_ev": -1.0, "largest_force_ev_per_a": 6.1, "total_energy_ha": -2135.7677, "multiplicity": 1, "homo_lumo_gap_ev": 7.2582}